DFT (ωB97M-V/def2-TZVPD) results for a single C5H12 molecule.

Summary:
**Electronic energy**: -5379.9398 eV
**Structure (SMILES)**: CC(C)(C)C
**Energy relative to the best compared isomer or geometry (same formula, charge and spin)**: 0.00 kcal/mol
**Total charge**: 0
**LUMO energy**: 0.917 eV
**F_max**: 0.3 eV/A

```
17
C5H12, DFT ωB97M-V/def2-TZVPD
C 0.502 0.127 -1.438
C 0.009 -0.008 0.006
C -0.784 1.247 0.382
C -0.920 -1.227 0.109
C 1.210 -0.146 0.953
H 1.119 -0.735 -1.720
H 1.103 1.034 -1.575
H -0.347 0.175 -2.131
H -1.641 1.358 -0.292
H -0.162 2.147 0.303
H -1.160 1.174 1.410
H -1.915 -1.010 -0.305
H -0.517 -2.078 -0.449
H -1.065 -1.537 1.149
H 0.886 -0.265 1.995
H 1.840 -1.005 0.694
H 1.842 0.751 0.911
```